No. 1
63
Properties=species:S:1:pos:R:3:nbo_charge:R:1 method="wB97M-V/def2-TZVPD" e_above_lowest_kj_mol=513.4 homo_energy_ha=-0.174 lumo_energy_ha=-0.0930
C -0.608 -2.528 3.734 -0.25
O 0.269 -1.843 2.867 -0.54
C 0.165 -0.460 2.847 -0.15
C 1.418 0.265 2.733 0.69
O 1.465 1.485 2.663 -0.69
O 2.554 -0.502 2.746 -0.53
C 3.687 0.300 2.843 -0.26
C -1.111 0.232 2.931 0.66
O -1.177 1.447 3.058 -0.68
O -2.247 -0.529 2.855 -0.55
C -3.373 0.290 2.949 -0.26
H -0.667 -3.564 3.397 0.16
H -0.194 -2.491 4.744 0.15
H -1.598 -2.074 3.718 0.20
H 4.558 -0.279 2.536 0.16
H 3.570 1.183 2.210 0.19
H 3.800 0.611 3.883 0.18
H -4.261 -0.275 2.656 0.16
H -3.478 0.632 3.982 0.18
H -3.241 1.156 2.293 0.19
C 2.400 2.352 -3.472 -0.59
C 2.941 1.799 -2.143 -0.12
C 4.464 2.000 -2.125 -0.61
C 2.359 2.573 -0.945 -0.59
C 2.620 0.311 -2.040 0.40
N 3.582 -0.654 -1.983 -0.49
C 3.000 -1.916 -1.883 0.19
C 1.604 -1.745 -1.909 -0.10
C 0.777 -2.861 -1.721 -0.17
C 1.345 -4.100 -1.547 -0.20
C 2.732 -4.260 -1.539 -0.17
C 3.566 -3.180 -1.703 -0.25
C 1.347 -0.318 -2.028 -0.13
C 0.086 0.322 -1.978 0.10
C -1.194 -0.283 -2.188 -0.20
C -1.388 -1.352 -3.087 -0.07
C -2.603 -1.984 -3.188 -0.26
C -3.694 -1.562 -2.433 0.07
C -4.991 -2.287 -2.517 -0.64
C -3.537 -0.460 -1.595 -0.23
C -2.326 0.176 -1.481 -0.09
H 1.320 2.231 -3.544 0.21
H 2.633 3.412 -3.582 0.23
H 2.856 1.826 -4.311 0.21
H 4.890 1.632 -1.192 0.22
H 4.938 1.478 -2.956 0.20
H 4.716 3.057 -2.211 0.23
H 2.655 2.101 -0.008 0.25
H 2.730 3.599 -0.931 0.22
H 1.274 2.624 -0.968 0.21
H 4.593 -0.521 -1.971 0.44
H -0.290 -2.749 -1.687 0.23
H 0.709 -4.956 -1.399 0.22
H 3.148 -5.242 -1.384 0.22
H 4.636 -3.290 -1.674 0.22
H 0.073 1.348 -1.662 0.22
H -0.569 -1.657 -3.716 0.22
H -2.725 -2.826 -3.849 0.22
H -5.738 -1.847 -1.854 0.23
H -5.391 -2.257 -3.532 0.23
H -4.866 -3.334 -2.238 0.24
H -4.379 -0.124 -1.011 0.23
H -2.214 1.010 -0.809 0.24

***

No. 2
61
Properties=species:S:1:pos:R:3:nbo_charge:R:1 method="wB97M-V/def2-TZVPD" total_charge=+1 homo_energy_ha=-0.407 lumo_energy_ha=-0.1994
C -0.560 2.512 -1.442 -0.67
C 0.253 2.321 -0.192 0.37
C 1.489 2.866 -0.029 -0.52
O -0.271 1.490 0.760 -0.85
Si -1.555 1.720 1.844 1.88
C -3.035 0.720 1.300 -1.15
C -0.940 1.056 3.473 -1.14
C -1.995 3.524 1.936 -1.16
H -0.014 3.203 -2.099 0.20
H -0.699 1.562 -1.986 0.24
H -1.555 2.947 -1.240 0.23
H 2.036 2.720 0.901 0.22
H 1.934 3.376 -0.867 0.16
H -3.869 0.894 1.996 0.25
H -3.371 0.997 0.293 0.24
H -2.806 -0.354 1.306 0.25
H -1.670 1.258 4.271 0.24
H -0.789 -0.030 3.413 0.25
H 0.015 1.520 3.753 0.24
H -2.732 3.666 2.740 0.25
H -1.117 4.143 2.163 0.24
H -2.442 3.882 0.999 0.24
C 9.477 4.346 -3.402 -0.27
O 8.264 3.842 -4.008 -0.45
C 7.074 4.295 -3.537 0.44
C 5.904 3.651 -4.017 -0.28
C 4.690 3.926 -3.442 -0.07
C 4.540 4.883 -2.383 -0.21
C 3.256 5.020 -1.773 0.12
C 2.889 5.956 -0.756 -0.19
C 1.529 6.376 -0.667 -0.09
C 1.091 7.218 0.332 -0.25
C 2.021 7.723 1.252 0.39
O 1.580 8.617 2.227 -0.51
C 1.752 9.988 1.988 0.28
C 0.604 10.739 1.719 -0.25
C 0.749 12.069 1.330 -0.19
C 2.018 12.656 1.282 -0.21
C 3.149 11.901 1.605 -0.19
C 3.029 10.554 1.961 -0.27
C 3.364 7.336 1.211 -0.22
C 3.780 6.431 0.249 -0.13
C 5.706 5.646 -2.059 -0.01
C 6.949 5.338 -2.584 -0.34
H 10.276 3.834 -3.939 0.23
H 9.564 5.433 -3.539 0.19
H 9.517 4.097 -2.332 0.20
H 6.016 2.924 -4.819 0.26
H 3.800 3.406 -3.796 0.23
H 2.445 4.545 -2.335 0.23
H 0.818 6.017 -1.414 0.23
H 0.047 7.525 0.401 0.25
H -0.369 10.248 1.769 0.23
H -0.142 12.642 1.068 0.23
H 2.122 13.705 0.994 0.23
H 4.141 12.353 1.577 0.22
H 3.898 9.939 2.196 0.22
H 4.062 7.749 1.939 0.24
H 4.804 6.068 0.281 0.22
H 5.636 6.505 -1.395 0.22
H 7.837 5.891 -2.263 0.25